[1]
Below is a molecular structure, C28H23EuN7O4 in a non-equilibrium geometry, with properties calculated with ωB97M-V with the def2-TZVPD basis set.

Properties
energy above the lowest of the compared OMol25 structures with the same formula, charge and spin = 1.4 kcal per mole
<S²> = 15.77

Structure (ORCA input):
```
! wB97M-V def2-TZVPD RIJCOSX def2/J DEFGRID3
* xyz 0 8
H 4.11678 2.91868 2.64185
H 1.30888 0.69608 -3.62405
C -2.58482 2.80438 -1.06605
C -1.73712 0.03268 4.45345
H -1.60162 -2.63622 -0.30655
H -3.53592 -0.00652 3.26595
O 2.46888 -0.28372 -0.79725
C -2.35412 -0.22912 -3.97355
H 0.28708 0.59668 -5.88215
N -1.55072 2.65858 -0.21625
H 3.63838 -4.58462 0.02665
H 6.01278 -4.01762 -0.00475
N -0.43472 -0.06562 1.95845
C -0.33452 -0.00352 4.36155
C -2.62202 -0.24802 -1.51565
H 6.71448 -1.68542 -0.43365
C -3.01662 3.04318 1.62205
O -3.85992 0.19658 0.95335
C 5.66158 -1.93452 -0.41865
C 2.94958 -2.59462 -0.39885
C -1.64252 0.00318 -5.12645
H 3.14368 4.33848 2.19755
C 3.10598 3.31988 2.57785
H -3.13542 3.12678 2.69235
C -1.73312 -0.11012 -2.72895
H -2.21962 0.08768 5.41795
C -1.80062 -0.02952 2.04765
C 4.71988 -0.95772 -0.61865
C -3.85312 3.05388 -0.61335
N -1.94752 -0.15402 -0.33765
O -0.34352 2.41748 -0.66955
H -2.11482 -0.08252 -6.09295
H 1.77078 -5.08212 -0.66905
C -0.30022 0.37288 -5.00675
C 5.27458 -3.25102 -0.18455
N 1.73068 1.77718 1.04475
C -0.20262 -4.32232 -0.51395
H 2.65948 3.32448 3.57155
H -0.88742 2.64378 1.74595
H 0.28278 -0.00382 5.24515
N 1.16368 -4.28862 -0.54275
H 1.32628 -0.12892 3.01815
C 1.55928 -2.99202 -0.41895
N -0.41482 0.19848 -2.61615
C 3.32688 -1.22782 -0.60705
C 0.24298 -0.06622 3.11405
C -4.09072 3.17398 0.76185
H -4.66422 3.14028 -1.31565
C 0.26018 0.43748 -3.74595
H 5.02198 0.06468 -0.78915
C 2.33918 2.48218 1.71115
C -2.65322 -0.00662 0.82795
H -5.08322 3.35038 1.13905
C -2.45722 0.00128 3.28665
N 0.48978 -2.20672 -0.31955
C -1.76292 2.76548 1.12235
H -0.75372 -5.23742 -0.58905
H -2.33812 2.68168 -2.10915
O -3.82402 -0.41202 -1.69095
C -0.60492 -3.03122 -0.37405
C 3.93478 -3.56312 -0.17915
H -3.39832 -0.49842 -3.97345
Eu 0.34668 0.23318 -0.33495
*
```

---

[2]
Below is 2 unconnected molecules or ions with the total composition C28H23F2NO4S in a non-equilibrium geometry, with properties calculated with ωB97M-V with the def2-TZVPD basis set.

Structure (ORCA input):
```
! wB97M-V def2-TZVPD RIJCOSX def2/J DEFGRID3
* xyz 0 1
C -3.34117 -1.02455 1.69200
C 3.47966 2.93034 -3.69331
S 3.47880 -1.54359 -0.46095
H -3.81954 -4.40246 4.00392
C -1.94341 2.13176 -1.21814
N 3.48373 3.85075 -4.76520
C -2.61234 1.09706 -0.49049
H -0.86428 -0.13356 -0.51041
H -4.70368 -4.93101 2.55953
O 3.21362 5.05420 -4.54839
C 3.34905 -2.08376 1.27763
C -4.54512 2.57057 -0.40968
H 2.41421 0.43895 0.37351
C 2.95928 2.37274 -1.39274
C -3.78895 -2.16490 2.33438
C 2.15379 -2.57465 1.81802
H -3.02422 -5.44108 2.79207
C -2.13424 -3.50907 1.27948
H -4.61376 0.52304 0.21416
C -3.71923 -4.60664 2.92958
H 1.24152 -2.58711 1.22369
C 3.15053 0.96160 -1.62243
H 1.17715 -3.39418 3.56070
C 4.51307 -2.09413 2.04550
H 5.40074 -2.52804 3.95020
C -3.99947 1.32086 -0.19658
H -4.58454 5.49346 -0.18714
C -1.87936 -0.05708 -0.11562
C -4.46613 4.97771 -1.15199
H 4.11251 1.29966 -4.94821
C -3.85456 3.62836 -1.00665
H 2.68193 2.66519 -0.38490
H 3.84672 -0.44162 -3.19176
H -1.65134 -4.47209 1.15250
H -2.03290 4.12064 -2.01049
H -0.87477 -2.51203 -0.15151
C 3.14053 3.32195 -2.38160
C 3.77974 1.56349 -3.94166
C -2.31993 -1.13800 0.69768
H 2.99586 4.38703 -2.19444
O 2.56426 -2.46415 -1.10363
C 3.62277 0.60523 -2.95285
C 2.89058 0.08243 -0.55073
C 3.28678 -3.02983 3.91094
H -3.81017 5.59047 -1.77827
C 2.11882 -3.03679 3.14032
F -4.88909 -2.08515 3.14733
C -3.20030 -3.42182 2.19034
C 4.48246 -2.55465 3.36459
H -5.45516 4.92963 -1.62574
H 5.44039 -1.73304 1.60561
C -1.69574 -2.41377 0.55845
F -5.84026 2.81488 -0.02576
H 3.26619 -3.39135 4.94114
C -2.55814 3.33810 -1.47010
H -0.91422 1.95039 -1.53938
O 3.76123 3.40707 -5.90664
H -3.76189 -0.05422 1.94188
O 4.89196 -1.60324 -0.77779
*
```

---

[3]
Below is a molecular structure, C28H24AsCl2N2O3STl, with properties calculated with ωB97M-V with the def2-TZVPD basis set.

Properties
energy above the lowest of the compared OMol25 structures with the same formula, charge and spin = 9.1 kcal per mole

Structure (ORCA input):
```
! wB97M-V def2-TZVPD RIJCOSX def2/J DEFGRID3
* xyz 0 1
C -3.98836 1.98723 -0.82134
H 5.85354 -1.22750 0.88546
C 2.52865 2.95447 -2.50410
C -0.41997 2.26391 1.72926
S -2.63441 -1.70945 1.65621
C -4.07172 2.32358 -2.16800
H 3.31032 -1.88942 4.25434
N -2.74357 -1.83264 -1.01171
C 1.43689 2.48884 -1.78926
H 4.33881 2.42636 -3.52443
H 2.13495 -0.83590 -1.82343
C 2.86490 -2.93677 0.99450
H -5.67017 -0.86418 -1.88021
H -1.72946 -1.79552 -1.05739
C 3.34922 0.69901 -2.73269
H -4.97741 2.77161 -2.55736
C -3.36922 -1.66542 0.16552
H -5.34368 -1.54005 0.64820
C 1.39635 -3.12752 3.04766
C 4.09208 -2.35417 0.51352
C 4.95121 -1.64967 1.30774
C 3.52983 -2.01345 3.19885
H 4.09911 0.00339 -3.08630
C 0.16070 1.08661 1.27322
C 2.25283 0.22226 -2.02471
H -3.07093 2.33661 -4.06660
C -5.00074 -1.63248 -1.49967
H -3.47408 -2.29767 -2.93575
C 2.61318 -2.71000 2.38781
H -5.46203 -2.61190 -1.65232
Cl 5.78267 -0.57890 3.66849
C -3.60837 -1.55864 -2.14883
H 2.10658 0.32864 3.93383
H -4.82673 2.16315 -0.16122
H 0.69780 3.18742 -1.41256
H -3.41327 -0.56194 -2.55608
Cl 4.46902 -2.56503 -1.16950
C 1.30333 1.12335 -1.55902
O 2.10547 -3.58516 0.21804
C 1.39193 0.86701 3.32117
H -0.55013 3.64612 3.36251
H 1.05324 2.40641 4.77476
C -0.09677 2.73435 2.99549
H 2.64102 4.01484 -2.69001
C -3.00141 2.08135 -3.01680
H -0.98994 1.34344 -3.17373
H 1.41436 -2.98734 4.14567
H -2.77222 1.13570 0.72868
H 1.52282 -0.52206 1.68875
C -2.82476 1.42424 -0.31662
C 3.48305 2.05798 -2.97290
O 0.37250 -3.56391 2.54483
C 1.07215 0.39057 2.06029
N -4.67810 -1.40602 -0.09450
Tl -0.29313 -3.70847 0.05767
C -1.74261 1.19747 -1.16422
C 0.80451 2.03545 3.78860
H -1.11681 2.81808 1.10932
As -0.11778 0.41152 -0.49249
C -1.83301 1.51799 -2.51660
O 0.01961 -1.23888 -0.55099
C 4.66822 -1.47888 2.67096
*
```

---

Number 1: energy -2475.44084 Ha. Number 2: energy -2034.15988 Ha. Number 3: energy -5143.49093 Ha.